C16H25F9O4 | wB97M-V/def2-TZVPD

```
54
Properties=species:S:1:pos:R:3:forces:R:3
C -3.160077 2.946623 -0.860414 0.1 0.0 0.1
O -1.799384 2.701098 -1.186254 0.0 -0.1 0.0
C -1.415578 1.337096 -1.203397 0.1 0.0 0.3
C -0.932370 0.867765 0.154638 0.0 -0.1 -0.1
O -2.060020 0.695614 1.017258 0.1 0.1 0.4
C -1.773861 0.241944 2.312805 -0.2 -0.1 -0.2
C -1.187344 1.305280 3.273462 0.0 0.1 0.2
F -1.758967 1.126958 4.504693 0.2 0.1 -0.4
F -1.518800 2.551874 2.858278 0.2 -0.3 0.0
C 0.374593 1.203752 3.490722 -0.3 -0.1 0.1
F 0.596214 0.417096 4.568581 -0.1 0.1 -0.3
F 0.915937 0.576152 2.418172 0.2 0.3 0.2
C 1.156050 2.528869 3.773349 0.1 0.0 0.0
F 2.323780 2.177549 4.360250 -0.2 0.1 0.0
F 0.439198 3.261708 4.647689 0.1 -0.1 -0.1
C 1.574216 3.441505 2.579145 0.0 -0.1 -0.2
F 2.425552 2.785486 1.778246 -0.1 0.1 0.2
F 0.542412 3.850499 1.849974 0.0 -0.1 0.1
F 2.198477 4.511939 3.073233 -0.1 -0.1 0.0
H -3.706758 3.249511 -1.760876 0.0 0.0 0.1
H -3.203168 3.754928 -0.123836 0.0 0.0 -0.1
H -3.630230 2.067891 -0.414016 0.0 0.0 -0.1
H -2.227975 0.689453 -1.543899 0.1 0.0 -0.1
H -0.570286 1.253823 -1.894885 -0.2 0.0 0.0
H -0.376043 -0.074401 0.062760 -0.1 0.1 0.0
H -0.256420 1.632888 0.542604 0.0 0.0 0.1
H -2.726800 -0.047132 2.765189 0.1 0.1 -0.1
H -1.126999 -0.642743 2.294576 0.0 0.1 0.1
C -1.213182 -3.925199 -1.830411 0.0 0.0 0.0
C -2.295886 -3.857847 -2.905854 0.0 0.0 0.0
C -2.791752 -2.426215 -2.751260 0.0 0.0 0.0
O -1.666238 -1.660342 -2.316716 0.0 0.0 0.0
C -0.603549 -2.533034 -1.923241 0.0 0.0 0.1
H -0.481305 -4.714584 -1.994570 0.0 0.0 0.0
H -1.665185 -4.076495 -0.847808 0.0 0.0 0.0
H -1.854943 -4.001688 -3.894537 0.0 0.0 0.0
H -3.089266 -4.592288 -2.776080 0.0 0.0 0.0
H -3.580716 -2.359302 -1.994215 0.0 0.0 0.0
H -3.168536 -1.999881 -3.681612 0.0 0.0 0.0
H 0.186299 -2.495461 -2.681730 -0.1 0.0 0.0
H -0.187332 -2.180827 -0.978332 0.0 0.0 -0.1
C 3.871066 -0.526301 -1.881585 0.0 0.0 0.0
C 4.245642 -0.788161 -0.423455 0.0 0.0 0.0
C 2.922816 -0.523390 0.281274 0.0 0.0 0.0
O 1.894208 -0.896202 -0.644461 0.1 0.0 0.1
C 2.458565 -1.093243 -1.942313 0.1 0.0 0.0
H 4.542369 -0.996947 -2.598202 0.0 0.0 0.0
H 3.856683 0.547425 -2.080132 0.0 0.0 0.0
H 4.546817 -1.829637 -0.291650 0.0 0.0 0.0
H 5.049072 -0.151358 -0.056765 0.0 0.0 0.0
H 2.809638 0.534470 0.527286 0.0 0.0 0.0
H 2.800093 -1.106740 1.194134 0.0 0.0 0.0
H 2.471746 -2.165799 -2.166688 0.0 0.0 0.0
H 1.827528 -0.593978 -2.679126 0.0 0.0 0.0
```
Forces are in eV/Å.

Calculated values
HOMO   -9.4 eV

C3H18F9Na2O18S3 | wB97M-V/def2-TZVPD

```
53
Properties=species:S:1:pos:R:3:forces:R:3
Na -11.140683 -5.333588 -11.213388 0.3 -0.9 0.4
Na -5.375578 -2.851110 -10.220213 -0.1 -0.8 0.6
C -11.260439 -10.696211 -8.602159 -0.3 0.1 0.6
F -11.810101 -10.164596 -9.719798 0.2 0.2 -0.2
F -10.247766 -11.466898 -8.984163 0.2 -0.1 -0.2
F -10.729799 -9.649972 -7.903023 0.0 -0.1 -0.4
S -12.522355 -11.576837 -7.569337 0.1 0.0 -0.4
O -13.134495 -12.498931 -8.502534 0.1 0.0 0.0
O -11.674490 -12.159441 -6.560911 -0.2 0.0 0.2
O -13.358842 -10.463957 -7.181605 -0.1 0.1 0.2
C -7.563123 -7.057278 -8.571906 -0.2 0.4 0.0
F -7.706914 -6.300623 -7.488902 0.0 -0.3 0.2
F -6.366112 -7.604914 -8.596937 0.4 -0.2 0.2
F -8.491971 -7.989188 -8.627030 -0.1 -0.1 0.1
S -7.697245 -5.933207 -10.001234 -0.2 -0.4 -0.2
O -6.633080 -4.972198 -9.698337 0.0 0.6 -0.6
O -7.448516 -6.736802 -11.194921 0.1 0.0 0.2
O -9.049281 -5.420359 -9.960146 -0.1 0.6 -0.2
C -5.131845 -7.219014 -4.587600 -1.0 -0.7 0.4
F -3.814261 -7.034291 -4.704248 0.3 0.4 -0.2
F -5.783082 -6.172581 -5.160249 0.4 0.2 -0.1
F -5.450689 -8.297299 -5.324617 0.0 0.1 -0.1
S -5.599102 -7.437189 -2.809697 0.8 0.2 -0.1
O -5.008557 -6.231583 -2.256314 -0.1 -0.1 0.1
O -7.035073 -7.482896 -2.816087 -0.4 0.0 -0.1
O -4.915357 -8.675186 -2.506322 -0.1 0.1 0.1
O -5.272167 -9.504919 -10.673893 0.0 -0.1 -0.1
H -4.966241 -9.747277 -9.793110 0.0 0.0 0.0
H -6.016437 -8.919811 -10.508818 0.0 0.0 0.0
O -9.967951 -7.018811 -12.463031 0.0 0.2 0.1
H -10.189569 -7.955478 -12.493324 -0.1 0.0 0.0
H -9.069689 -6.993070 -12.083733 0.0 0.0 -0.1
O -4.901145 -6.783885 -12.170275 0.0 0.6 -0.2
H -4.779960 -7.032295 -13.092431 0.1 -0.2 0.1
H -5.829479 -6.978039 -11.959799 0.1 -0.2 0.1
O -3.375964 -4.967131 -10.127742 -0.8 0.5 -0.3
H -3.829559 -5.681230 -10.620515 0.2 0.1 0.2
H -3.128807 -4.330951 -10.806407 0.4 -0.3 -0.2
O -11.733493 -7.204237 -9.833752 0.1 0.6 0.0
H -11.155629 -7.974138 -9.751029 -0.2 -0.1 0.0
H -11.970756 -7.004946 -8.919876 -0.1 -0.2 0.0
O -3.567042 -7.236949 -7.514354 0.1 0.1 -0.4
H -2.937268 -7.181305 -6.789932 -0.1 -0.1 0.1
H -4.196224 -6.532832 -7.333252 0.0 -0.1 0.1
O -7.102794 -2.877349 -7.952284 0.4 -0.2 -0.3
H -7.003371 -3.746433 -8.388405 -0.2 0.0 0.2
H -7.058582 -3.096674 -7.012683 0.1 0.2 0.1
O -9.881925 -2.792561 -8.721289 -0.4 0.4 -0.1
H -9.679279 -3.106635 -9.604595 0.2 -0.2 0.1
H -9.026852 -2.538548 -8.346324 0.0 -0.2 0.0
O -6.155463 -4.440689 -13.235523 0.2 0.5 0.2
H -5.756289 -5.106261 -12.651312 0.1 -0.3 -0.1
H -6.613580 -3.831143 -12.652944 -0.3 -0.1 -0.1
```
Forces are in eV/Å.

Calculated values
HOMO   -5.9 eV
Net charge   -1

C46H52BFN5O7PSV | wB97M-V/def2-TZVPD

```
115
Properties=species:S:1:pos:R:3:forces:R:3
V -0.309500 0.232600 -0.373700 1.8 1.6 3.0
C -0.804900 -1.736900 2.434700 -0.1 0.1 0.2
O -0.219500 -1.986700 1.179000 -0.1 0.3 -0.3
C 0.594400 -3.137600 1.234600 0.5 -0.4 -0.3
C 1.076300 -3.541900 -0.147700 -0.2 0.2 0.2
O 1.957100 -2.560400 -0.635600 0.0 -0.2 0.3
C 2.491500 -2.923400 -1.887200 0.1 0.0 0.0
H -1.405700 -2.598000 2.760000 0.0 0.0 -0.1
H -1.441800 -0.865200 2.307000 0.0 -0.1 0.2
H -0.035500 -1.541100 3.191700 -0.1 0.0 -0.1
H 0.018500 -3.971900 1.668800 0.1 0.1 -0.1
H 1.459700 -2.939100 1.884800 -0.1 0.0 0.0
H 0.221600 -3.664000 -0.826200 0.1 -0.1 0.1
H 1.600400 -4.510000 -0.060900 -0.1 0.1 0.0
H 3.003500 -3.895800 -1.819300 -0.1 0.1 -0.1
H 3.213300 -2.156300 -2.155700 0.0 -0.1 -0.1
H 1.706900 -2.973900 -2.651000 0.0 0.0 0.0
C -7.423600 0.846500 -3.301900 0.1 0.1 0.2
C -6.776500 1.610000 -2.147200 -0.4 0.0 -0.4
N -5.575200 0.969600 -1.657200 0.5 0.3 -0.3
C -4.367400 1.457200 -2.091800 0.4 -0.3 0.5
C -3.163500 1.096000 -1.571900 0.0 0.3 -0.1
C -1.962800 1.934300 -1.982800 -0.9 0.8 -0.9
O -2.138300 2.854600 -2.776100 -0.1 -0.4 0.1
O -0.858600 1.694800 -1.400300 0.1 0.2 0.0
C -3.118400 0.141100 -0.500500 0.0 0.0 0.3
O -2.075400 -0.154500 0.158900 -1.3 -0.6 -1.2
C -4.388900 -0.395100 -0.076700 -0.4 -0.5 0.7
C -4.429800 -1.297500 0.998200 -0.4 0.3 -0.4
C -5.633700 -1.729700 1.507400 0.4 -0.2 0.1
F -5.617900 -2.535400 2.612500 -0.1 0.2 -0.3
C -6.837200 -1.389400 0.916100 -0.1 0.5 -0.5
C -6.804100 -0.513200 -0.186900 0.1 -0.3 0.5
C -5.608200 0.025400 -0.657900 0.2 -0.3 0.4
N -8.094500 -1.913000 1.311100 0.4 0.1 0.2
C -9.267200 -1.085000 1.416100 -0.1 0.1 0.0
C -10.381800 -1.785200 0.589100 -0.2 0.7 0.1
N -9.864800 -3.144600 0.298900 0.0 -0.3 -0.5
C -9.503300 -3.843600 1.555900 0.1 -0.4 0.6
C -8.235600 -3.115800 2.089200 0.2 -0.2 0.1
H -8.359000 1.323900 -3.583300 -0.1 0.0 -0.1
H -7.625100 -0.187200 -3.033000 0.0 -0.1 0.0
H -6.754300 0.848500 -4.157700 0.0 -0.1 -0.1
H -7.477900 1.743600 -1.316200 0.1 0.0 -0.1
H -6.504300 2.606400 -2.503200 0.0 -0.1 0.2
H -4.398100 2.211200 -2.865100 0.0 0.1 0.0
H -3.508800 -1.630000 1.442900 0.2 0.0 0.1
H -7.740000 -0.260800 -0.656200 -0.1 0.1 -0.2
H -9.067500 -0.089600 1.027200 -0.1 -0.1 0.0
H -9.583100 -0.976200 2.461800 0.0 0.0 0.0
H -10.552600 -1.271700 -0.357200 0.0 -0.1 0.0
H -11.325000 -1.847200 1.132200 0.1 -0.2 -0.1
H -8.938100 -2.960800 -0.146700 -0.5 -0.2 -0.1
H -10.482900 -3.687200 -0.307600 0.1 0.1 0.1
H -9.299700 -4.895800 1.349800 -0.1 0.1 -0.1
H -10.337300 -3.777300 2.256400 0.0 0.0 -0.2
H -7.355500 -3.740600 1.953500 -0.1 0.0 0.0
H -8.348800 -2.915300 3.164300 0.0 -0.1 -0.1
N 1.950000 -0.197000 2.451800 0.0 -0.3 0.0
C 1.762500 0.903000 3.246100 -0.3 0.1 0.3
C 2.589900 1.075600 4.366600 0.1 0.0 0.1
C 2.379100 2.092500 5.270300 0.0 -0.1 -0.1
C 1.328500 2.979300 5.084600 -0.2 0.3 0.1
C 0.508600 2.830500 3.987000 0.2 0.0 0.1
C 0.702300 1.810600 3.061700 -0.1 -0.3 -0.3
P -0.434800 1.753000 1.619300 0.5 0.6 0.7
C -0.426400 3.528300 1.158700 -0.1 0.0 -0.2
C 0.466300 3.917000 0.165000 0.0 -0.1 -0.1
C 0.502200 5.227600 -0.273400 0.1 0.2 0.0
C -0.334000 6.173700 0.292600 0.0 0.0 0.0
C -1.205600 5.801500 1.301100 -0.1 0.1 0.1
C -1.264300 4.487100 1.726400 0.1 -0.1 0.0
C -2.064900 1.663900 2.444900 0.0 -0.1 0.0
C -3.170500 2.115200 1.723800 0.1 -0.1 0.1
C -4.448000 1.971500 2.227500 -0.1 0.0 0.0
C -4.644000 1.356200 3.454300 -0.1 0.0 0.0
C -3.553400 0.901500 4.176900 -0.1 -0.1 0.1
C -2.269100 1.054100 3.679800 0.1 0.1 -0.1
H 2.890300 -0.564700 2.434400 -0.1 0.1 -0.1
H 1.526600 -0.185400 1.527200 0.4 0.0 0.3
H 3.406200 0.381300 4.512500 0.1 -0.1 0.0
H 3.029700 2.197600 6.127300 0.1 0.0 0.0
H 1.156800 3.791500 5.774100 0.0 0.0 0.1
H -0.299600 3.527400 3.823300 0.0 0.1 0.1
H 1.123500 3.180100 -0.277900 0.0 0.0 0.0
H 1.181900 5.513200 -1.062300 0.1 0.0 -0.1
H -0.309000 7.197500 -0.051800 0.0 0.1 0.0
H -1.845800 6.540900 1.760500 -0.1 0.1 0.0
H -1.978800 4.220300 2.493900 0.0 0.0 0.0
H -3.014000 2.578900 0.757500 -0.1 0.1 0.0
H -5.291300 2.335300 1.657500 -0.1 0.0 -0.1
H -5.645000 1.236200 3.844700 -0.1 0.0 0.1
H -3.708000 0.419900 5.133300 0.0 0.0 0.1
H -1.423300 0.694600 4.253100 0.0 0.0 0.0
B -1.704900 -3.073400 -2.964100 -0.3 -0.4 -0.2
C -0.996300 -1.867600 -2.311100 0.6 0.5 0.2
N -0.457600 -1.020400 -1.727100 -1.0 -2.2 -2.3
H -1.559000 -3.064200 -4.152600 0.1 0.0 -0.3
H -1.204900 -4.057900 -2.472100 0.0 -0.2 0.0
H -2.872500 -2.986300 -2.663300 -0.3 0.0 0.1
O 6.424500 0.543500 -5.548700 0.2 0.0 -0.1
C 5.238300 -0.101400 -5.410900 0.0 -0.2 -0.3
O 4.905200 -0.907300 -6.241700 0.1 0.2 0.1
C 4.432100 0.240500 -4.224900 -0.3 0.1 0.4
C 4.958900 0.859800 -3.086000 0.0 -0.1 -0.4
C 4.175800 1.059200 -1.976000 -0.3 0.0 0.0
C 2.833800 0.660000 -1.977300 0.2 -0.5 -0.2
S 1.961900 0.768900 -0.491200 0.2 0.6 0.4
C 2.279500 0.114400 -3.138000 -0.1 0.2 0.1
C 3.078000 -0.113000 -4.231400 0.4 0.1 -0.3
H 6.570900 1.159600 -4.819700 -0.2 -0.1 -0.1
H 6.000200 1.153600 -3.036700 0.1 0.0 0.0
H 4.579300 1.504700 -1.078400 0.1 0.0 0.1
H 1.230800 -0.153600 -3.139300 0.1 0.0 0.0
H 2.684600 -0.574400 -5.123200 -0.1 -0.1 -0.1
```
Forces are in eV/Å.

Calculated values
HOMO (alpha / beta)   -4.9 / -5.0 eV
Multiplicity   2

C22H35F8O9PSi2 | wB97M-V/def2-TZVPD

```
77
Properties=species:S:1:pos:R:3:forces:R:3
C 4.011828 -2.198924 4.596268 -0.3 0.6 -1.3
C 3.656534 -0.616575 4.987072 1.3 -1.2 1.1
O 2.213649 -0.355265 5.107902 1.1 -0.7 -2.0
C 1.488078 -0.641016 3.858620 -0.9 0.5 -1.0
C 2.000886 0.291537 2.570948 -1.5 -0.4 0.7
O 3.023627 -0.382205 1.754637 0.1 2.4 0.5
C 4.035022 0.554420 1.240628 1.4 -0.1 0.0
C 4.387955 0.300976 -0.374142 -1.5 1.5 1.1
O 4.473796 -1.130632 -0.701485 -0.5 1.9 -1.0
C 4.043911 -1.381982 -2.114800 0.7 0.1 0.5
Si 2.170706 -1.957224 -1.988948 0.2 2.7 -0.4
O 1.353684 -1.955561 -3.554951 1.5 -2.3 2.0
O 1.430092 -0.904801 -0.792281 -0.8 -1.1 -3.7
Si -0.061989 -0.177876 -1.369293 -0.1 -0.5 0.3
C -1.468009 -1.472781 -1.767648 -1.2 -0.7 -0.1
C -2.890019 -0.698853 -1.347925 1.8 0.6 -1.1
O -4.090786 -1.363380 -1.877843 -0.6 2.5 1.8
C -5.169025 -0.337372 -1.684750 0.4 0.5 -1.4
C -6.627402 -0.986667 -1.311979 0.9 -1.9 -2.1
F -6.507137 -2.467631 -1.405857 -0.6 4.5 0.3
F -7.574996 -0.588717 -2.416266 2.4 -1.1 3.8
C -7.188741 -0.626281 0.185470 -1.3 -2.1 1.6
F -6.174294 -0.103873 1.129677 -3.0 -1.4 -3.1
F -7.661905 -1.934631 0.774818 1.5 4.3 -1.6
C -8.541338 0.344763 0.179233 -2.2 0.4 -0.4
F -9.721760 -0.409830 -0.384837 4.2 2.5 1.4
F -8.320009 1.610340 -0.606098 -0.5 -4.1 2.3
C -9.000552 0.830818 1.686395 -2.0 0.6 1.1
F -9.233055 -0.292846 2.640763 1.0 3.4 -3.2
F -10.325834 1.547810 1.582352 3.9 -2.3 0.0
C 0.140137 1.050041 -2.838640 0.5 -0.1 -1.5
C 1.598194 1.794720 -2.928420 -0.3 1.5 -0.5
C 1.860136 2.950526 -1.795376 1.6 3.1 2.3
C 0.808171 3.448582 -0.640778 2.9 1.2 -0.1
C 1.153382 4.612037 0.468427 3.0 -1.0 -2.8
C 2.634055 5.362729 0.452963 -1.6 -3.5 -3.0
C 3.677200 4.888062 -0.728516 -2.4 -1.6 -0.1
C 3.342262 3.716497 -1.857353 -3.1 1.1 3.3
P 2.267637 -3.996596 -1.077939 -1.7 -3.0 4.8
O 1.109919 -4.110040 -0.007585 3.4 0.3 -3.7
O 3.786002 -4.116947 -0.170887 -2.8 0.9 -0.8
O 2.264915 -5.263597 -2.278899 0.7 1.1 3.4
H 4.372173 -2.160496 3.458835 -0.6 -0.4 2.5
H 3.049042 -2.874331 4.597920 1.9 1.4 0.3
H 4.829950 -2.656799 5.298471 -1.6 1.0 -1.4
H 4.150531 -0.448060 6.059684 -1.5 -0.1 -2.3
H 4.225126 0.091105 4.248407 -1.4 -1.2 1.2
H 0.353607 -0.330374 4.052976 2.6 -0.6 -0.2
H 1.450641 -1.784278 3.566899 0.4 2.3 0.6
H 2.341617 1.311394 3.037044 -0.4 -1.9 -1.0
H 1.032466 0.471380 1.898585 2.1 -0.3 1.3
H 5.029730 0.386422 1.876378 -1.9 0.2 -1.4
H 3.752967 1.695720 1.418876 0.3 -2.4 -0.7
H 3.506609 0.854270 -0.956622 1.8 -1.4 1.1
H 5.360666 0.918571 -0.579735 -1.5 -1.4 0.2
H 4.164622 -0.380985 -2.708713 0.0 -2.1 0.7
H 4.745415 -2.256546 -2.495539 -1.4 2.0 0.5
H 1.466733 -2.912665 -3.887418 -0.5 2.1 0.4
H -0.593847 0.620191 -0.234643 0.2 -0.2 0.1
H -1.468723 -1.806339 -2.912759 -0.2 0.9 2.5
H -1.334229 -2.444771 -1.129663 -0.3 1.8 -1.1
H -2.926744 -0.494905 -0.187710 -0.1 -0.6 -2.2
H -2.821152 0.357296 -1.896574 -0.1 -1.9 1.2
H -4.774668 0.470235 -0.935388 -1.3 -1.7 -1.0
H -5.290246 0.223779 -2.731446 -0.1 -1.3 2.3
H -8.245929 1.639967 2.107073 -1.6 -2.1 -0.6
H -0.758344 1.817440 -2.855410 1.9 -1.4 0.1
H 0.027583 0.404063 -3.836036 0.3 1.4 2.1
H 1.619722 2.354474 -3.982567 0.1 -1.1 2.3
H 2.523829 1.066027 -2.945753 -2.1 1.3 0.2
H -0.245986 2.917094 -0.569625 2.5 1.3 -0.2
H 0.329841 4.892171 1.272370 2.0 -0.7 -1.9
H 2.890804 6.174655 1.275430 -0.5 -1.9 -2.1
H 4.761260 5.379542 -0.794186 -2.7 -1.1 0.2
H 4.127222 3.416726 -2.698923 -1.8 0.8 2.1
H 3.645581 -3.623326 0.712544 0.0 -1.0 -2.0
H 2.327202 -6.120403 -1.735462 -0.2 1.6 -1.1
```
Forces are in eV/Å.

Calculated values
HOMO   -8.8 eV